Here is a molecular structure, C30H27BrIN4PReS from the OMol25 dataset. Energies are from ωB97M-V with the def2-TZVPD basis set.

The multiplicity is 4. As for the LUMO energy (alpha / beta): -0.5173 / -0.5465 Eh. The calculation puts the HOMO energy (alpha / beta) at -0.686 / -0.674 Eh. For the energy relative to the best compared isomer or geometry (same formula, charge and spin), the calculation gives 11.9 kcal per mole. Its orbital gap (alpha / beta) is 4.59 / 3.48 eV. As for the net charge: +4.

Each line ends with the Löwdin charge.
Element x y z (Å)
Re -0.209 0.014 0.399  0.687
N 0.416 -2.140 -1.812  -0.050
P -0.894 -1.963 -0.749  0.880
C -0.667 -3.218 0.554  -0.371
C -1.660 -4.100 0.965  -0.058
C -1.378 -4.993 1.992  -0.004
C -0.134 -4.979 2.607  -0.003
C 0.842 -4.072 2.221  -0.029
C 0.573 -3.175 1.204  -0.116
C -2.383 -2.353 -1.696  -0.352
C -2.587 -3.654 -2.159  -0.078
C -3.724 -3.933 -2.905  -0.011
C -4.651 -2.928 -3.146  -0.004
C -4.437 -1.634 -2.705  -0.027
C -3.309 -1.343 -1.953  -0.103
C 1.592 -1.465 -1.597  -0.349
C 2.769 -1.843 -2.254  0.051
C 3.953 -1.200 -1.973  0.038
C 3.942 -0.163 -1.038  0.003
C 2.752 0.185 -0.449  -0.140
N 1.580 -0.439 -0.704  -0.124
H 0.421 -2.868 -2.521  0.153
H -2.642 -4.096 0.512  0.118
H -2.140 -5.692 2.311  0.136
H 0.075 -5.680 3.403  0.137
H 1.815 -4.068 2.689  0.129
H 1.338 -2.469 0.894  0.083
H -1.879 -4.445 -1.952  0.121
H -3.889 -4.933 -3.278  0.135
H -5.568 -3.173 -3.665  0.138
H -5.150 -0.853 -2.921  0.129
H -3.151 -0.344 -1.572  0.054
H 2.749 -2.663 -2.954  0.142
H 4.874 -1.497 -2.449  0.148
H 4.854 0.350 -0.783  0.137
H 2.722 0.985 0.280  0.057
Br -2.117 -0.248 2.014  0.910
C -1.512 0.096 3.803  -0.610
C -2.202 -0.475 4.862  -0.065
C -1.795 -0.204 6.160  0.010
C -0.719 0.639 6.397  0.010
C -0.009 1.185 5.336  -0.092
C -0.406 0.901 4.044  -0.626
I 0.755 1.644 2.432  1.202
H -3.046 -1.124 4.677  0.131
H -2.325 -0.656 6.984  0.144
H -0.415 0.875 7.405  0.144
H 0.846 1.814 5.533  0.125
N -0.461 3.221 -3.240  0.182
C -0.098 2.822 -2.041  -0.671
S -0.977 1.423 -1.463  0.764
N 0.821 3.438 -1.295  0.094
C 1.547 4.625 -1.467  -0.202
C 1.265 5.641 -2.396  -0.005
C 2.053 6.772 -2.437  -0.014
C 3.122 6.930 -1.548  0.009
C 3.398 5.929 -0.611  -0.026
C 2.623 4.796 -0.569  -0.017
H -1.190 2.735 -3.747  0.137
H -0.019 4.007 -3.702  0.125
H 1.060 2.972 -0.420  0.079
H 0.398 5.613 -3.034  0.106
H 1.822 7.559 -3.139  0.134
H 3.703 7.842 -1.556  0.134
H 4.226 6.048 0.071  0.128
H 2.837 4.017 0.148  0.102

Force components x, y, z for each atom (eV/Å):
0.99 1.34 -1.82
0.11 0.59 0.22
-0.75 -2.46 -0.82
-0.04 1.04 -0.50
-0.23 -0.04 0.21
-0.24 0.20 -0.21
0.18 -0.17 0.23
0.15 0.13 0.04
0.14 0.08 0.11
0.40 0.75 0.64
0.09 -0.19 -0.16
0.27 0.06 0.25
-0.27 -0.18 -0.16
0.08 0.24 0.29
-0.04 -0.06 -0.19
0.21 -0.30 -0.29
-0.01 0.12 0.10
-0.44 -0.06 0.05
-0.37 0.27 0.23
1.06 0.41 0.17
-1.05 -0.39 0.18
-0.12 0.07 0.10
0.03 -0.03 -0.09
0.03 -0.06 -0.01
0.02 -0.05 0.00
0.01 -0.05 0.13
0.15 -0.17 -0.07
0.06 -0.06 0.01
-0.03 -0.04 0.02
0.06 0.07 -0.14
-0.12 0.00 0.01
-0.07 0.14 -0.03
-0.10 -0.13 -0.11
0.09 -0.08 -0.10
0.03 0.17 0.10
0.04 -0.03 -0.02
-0.89 -0.13 0.09
0.51 0.14 0.57
-0.20 -0.12 -0.57
0.16 0.17 0.00
-0.13 -0.08 -0.07
0.18 0.13 -0.16
-0.11 -0.11 -0.24
0.01 -0.03 0.38
-0.09 -0.03 0.02
-0.09 -0.02 0.07
0.03 -0.02 0.10
0.10 0.08 0.01
-0.10 0.04 -0.16
1.13 0.57 0.59
-0.22 -1.37 1.39
-0.82 -1.13 0.14
0.97 1.24 -0.06
-0.21 -0.60 0.22
0.51 0.22 0.43
-0.40 -0.29 -0.02
0.05 0.40 -0.30
-0.56 -0.20 -0.52
0.07 0.05 -0.03
-0.01 -0.13 0.07
-0.28 0.17 -0.43
-0.09 0.07 -0.08
-0.04 0.02 -0.06
0.07 -0.03 -0.07
0.03 0.00 0.09
0.10 -0.15 0.19